(1)
Here is a molecular structure, C4H8S3 from OMol25. Energies are from ωB97M-V/def2-TZVPD.

```
15
Properties=species:S:1:pos:R:3:forces:R:3
C 0.4104 1.2484 0.0582 -1.2963 0.8346 0.0739
C -0.2060 -0.0988 -0.4293 1.6110 1.2800 1.0484
C -0.7902 -0.9279 0.6903 -1.0890 -0.5792 0.8449
C 0.8962 -1.1151 -0.7773 0.6178 -0.0593 -1.1363
H 0.8240 1.3756 2.3592 -0.1185 -0.0698 0.4835
H 0.8916 1.7109 -0.7844 0.3162 0.0638 -0.5146
H -0.4425 1.9783 0.2800 1.1666 -1.0177 0.1327
H -2.3651 0.6848 -1.0558 0.6464 -0.1955 -0.4049
H -1.6731 -1.4641 0.3248 0.2135 -0.1210 0.1867
H -1.0865 -0.4270 1.6347 0.4124 -0.0553 -0.5246
H 0.5219 -1.6736 -1.6372 0.3621 -0.3896 0.0717
H 1.9440 -0.7770 -1.0074 -1.0882 0.0038 0.3905
S 1.6967 1.2627 1.3714 -0.5280 0.0137 -0.6228
S -1.3024 0.2479 -1.8080 -0.8628 0.2045 0.0139
S 0.6811 -2.0251 0.7807 -0.3632 0.0868 -0.0429
```
Forces are in eV/Å.

Results
* spin multiplicity: 1
* strongest force on any atom: 2.309 eV/A

***

(2)
Here is C4H5NO in the gas phase from OMol25. Energies are from ωB97M-V/def2-TZVPD.

```
11
Properties=species:S:1:pos:R:3:forces:R:3
N -0.8076 -0.2806 1.3580 0.1163 -0.1549 0.0141
C -0.8149 -0.2971 -0.0737 -0.1818 -0.8595 -0.1409
C -0.3729 0.9158 0.6928 0.1620 0.0955 -0.1670
C 0.6449 0.5317 -0.2988 0.7320 0.6625 0.0723
O 1.6441 -0.3116 0.0225 0.1499 0.1551 0.1713
C 0.7142 -1.2534 -0.5933 -1.2233 0.6439 -0.0757
H -0.0169 -0.8461 1.6727 -0.0597 -0.0208 0.0992
H -1.7105 -0.3114 -0.6897 0.3877 -0.2378 0.0908
H -0.8452 1.8857 0.8227 0.0447 -0.3547 -0.3285
H 0.6935 1.1017 -1.2243 0.2205 0.0144 0.0602
H 0.8714 -1.1349 -1.6889 -0.3483 0.0563 0.2041
```
Forces are in eV/Å.

Results
* spin multiplicity: 1
* strongest force on any atom: 1.384 eV/A

***

(3)
Here is C5H8O in the gas phase from OMol25. Energies are from ωB97M-V/def2-TZVPD.

```
14
Properties=species:S:1:pos:R:3:forces:R:3
C -1.4406 -0.8461 -0.3826 -0.1077 -0.0839 0.0379
C -0.5639 0.3462 -0.6031 -0.3378 0.0739 -0.2523
C -0.0890 1.2082 0.4739 0.4533 0.1900 -0.3592
C 0.9253 0.2645 -0.3632 -0.0095 0.4320 0.6554
C 1.6629 -0.5119 0.6417 -0.1328 -0.2313 0.5384
O 1.4036 -0.4633 1.8272 0.3777 -0.7867 -0.1101
H -1.1161 -1.4096 0.4976 -0.0871 0.1078 -0.0602
H -2.4802 -0.5394 -0.2454 0.0159 -0.1504 -0.0496
H -1.3549 -1.4981 -1.2569 -0.2038 -0.0355 0.1547
H -0.7309 0.9039 -1.5180 -0.1399 -0.3237 -0.2553
H -0.3796 0.8851 1.4855 0.9059 -0.0840 -0.5919
H 0.0904 2.2706 0.4190 -0.3860 0.1317 -0.5123
H 1.5037 0.4483 -1.2886 -0.1925 0.7486 0.9452
H 2.5692 -1.0585 0.3130 -0.1556 0.0115 -0.1405
```
Forces are in eV/Å.

Results
* SMILES: C[C@H]1C[C@H]1C=O
* spin multiplicity: 1
* strongest force on any atom: 1.221 eV/A

***

(4)
Here is C2H5N in the gas phase from OMol25. Energies are from ωB97M-V/def2-TZVPD.

```
8
Properties=species:S:1:pos:R:3:forces:R:3
C -0.9597 -0.5963 -0.2665 -1.1295 -0.6734 -0.4364
C -0.0221 -0.0320 0.4688 0.1846 0.9818 -0.2550
N 1.0094 0.7968 0.0093 0.6219 0.0633 0.1971
H -1.1140 -0.6138 -1.3478 0.7769 0.2978 0.2053
H -1.7651 -1.1138 0.2249 -0.1403 -0.0228 0.3756
H -0.1409 0.0140 1.5500 0.2445 -0.4867 -0.0850
H 1.0562 0.9977 -0.9759 -0.2911 -0.2879 -0.1674
H 1.9363 0.5473 0.3371 -0.2671 0.1279 0.1657
```
Forces are in eV/Å.

Results
* SMILES: C=CN
* spin multiplicity: 1
* strongest force on any atom: 1.386 eV/A

***

(5)
Here is 4 unconnected molecules or ions with the total composition C3H12O4 from OMol25. Energies are from ωB97M-V/def2-TZVPD.

```
19
Properties=species:S:1:pos:R:3:forces:R:3
C 0.2026 0.6357 1.1483 -0.0255 1.2355 0.8787
C 0.2895 -0.0565 -0.0407 1.1662 -2.0730 -3.3366
O 0.9918 -1.1503 -0.2620 0.2198 1.8156 1.0694
C -0.2440 0.4886 -1.3498 -0.5103 0.5923 1.3636
H 0.0750 1.7064 0.9862 -0.0819 -0.1027 0.4344
H 0.2128 0.2501 2.1609 0.2266 -0.2721 -0.1735
H 1.9441 -0.9830 0.1118 -0.1714 -0.8888 0.0864
H -0.7369 1.4337 -1.1618 -0.1186 0.2361 -0.1912
H -1.0018 -0.1755 -1.7393 0.0106 -0.2258 -0.3787
H 0.5813 0.6308 -2.0458 0.0282 -0.2847 -0.0005
H -1.6115 -1.8060 -0.8526 -0.4713 -0.2114 0.2723
H -2.4013 -1.1549 0.3212 -0.3935 0.0362 -0.2897
O -2.0641 -1.9913 -0.0175 0.6249 0.0679 0.0259
H 3.8042 0.2736 0.2784 0.5458 -0.1034 0.1483
H 4.1814 -1.2746 0.3861 0.4385 0.0708 0.1873
O 3.5223 -0.6310 0.1282 -1.2763 0.0147 -0.2137
H -2.9022 1.8873 0.4356 -1.3061 -0.0430 -0.2904
H -1.9502 0.9815 0.8835 -0.5114 -0.9131 0.3551
O -2.8930 0.9353 0.6294 1.6057 1.0490 0.0530
```
Forces are in eV/Å.

Results
* spin multiplicity: 2
* strongest force on any atom: 4.098 eV/A
* charge: +1

***

(6)
Here is C20H31N3O2 in the gas phase from OMol25. Energies are from ωB97M-V/def2-TZVPD.

```
56
Properties=species:S:1:pos:R:3:forces:R:3
C -5.9826 -1.5816 1.1421 0.9943 0.1673 0.7053
C -6.1384 -1.5483 -0.4477 -0.6499 2.5596 1.4103
C -5.1589 -0.5629 -1.2512 -7.9867 -3.7927 -1.1945
C -5.3539 0.8070 -0.9105 -3.0739 -0.0713 1.1487
C -4.3468 1.1074 -0.0066 -0.7443 4.4284 10.9606
C -3.0277 1.2384 -0.4083 -1.4342 -0.0706 7.0989
O -2.8523 1.2307 -1.4838 3.1736 -0.1800 -18.1162
N -2.0219 1.3692 0.3749 0.6222 0.4802 9.0286
C -0.6641 1.4676 0.2455 3.0536 0.8348 3.5030
C 0.0645 1.3260 -0.9016 -6.4032 0.2169 -0.7621
C 1.3426 1.6538 -0.9581 0.6635 -1.8946 -7.5114
C 2.0909 1.7124 0.0583 8.6984 -1.2115 6.2629
C 1.5627 1.5267 1.2802 -2.9754 3.5106 8.0009
C 0.1897 1.7005 1.5185 1.5868 -2.1329 -10.5623
H -0.3164 1.6676 2.3233 -2.9002 0.0454 6.2018
H 2.0337 1.8485 2.4235 -0.2134 -1.4075 -3.6480
N 3.6153 1.6050 0.1556 -3.9633 3.9227 -4.9913
C 4.3780 1.0425 1.1546 7.8134 4.5381 -9.5381
H 3.9228 0.9244 1.8756 -8.8083 -3.2114 12.4136
C 5.0388 -0.1238 0.5677 -0.3054 -4.1880 -0.6517
N 4.3176 -0.5503 -0.8397 2.2031 -1.6981 9.8048
C 3.4033 -1.4984 -0.7860 1.5740 -1.9668 -5.9860
O 2.9450 -1.6316 -1.9490 -2.2071 -1.5309 1.5670
C 3.2696 -2.5244 0.3743 4.8995 -3.0057 -10.7923
C 2.2974 -1.8985 0.9730 -1.5863 -1.2417 14.6270
C 0.9876 -1.9770 0.5991 -8.6674 0.0642 -2.7039
H 0.5776 -3.1757 0.3131 1.4574 3.7364 0.3692
H 0.9393 -1.2022 -0.3040 -1.0691 -1.9665 1.2629
H 0.1185 -1.6264 1.4397 2.7760 -0.7067 -2.2705
H 2.6149 -1.1165 1.6448 -0.1214 1.4803 -0.7270
H 2.3032 -2.6344 2.0237 -0.5485 1.2101 -1.3076
H 4.2509 -2.8174 0.5651 1.5240 0.2872 2.1356
H 2.9924 -3.4589 -0.2251 -0.4595 1.0950 0.8124
C 4.4610 0.3295 -1.8128 -0.2608 5.7390 -0.3417
C 4.2194 1.7886 -1.1676 1.1956 2.7077 -0.2674
H 3.7234 2.6971 -1.8065 0.1873 -2.8256 1.3098
H 5.2425 2.3489 -1.1554 -1.1851 -1.2460 0.8480
H 5.4771 0.4187 -1.9812 2.0237 -0.3003 -1.9804
H 3.7201 0.2585 -2.5332 -0.4543 -0.8169 -1.9568
H 5.9913 0.1738 0.2653 1.8176 0.0230 -0.5838
H 5.1561 -1.0599 1.3332 -0.3822 2.2201 -2.1522
H 5.0616 1.8578 1.6474 0.1079 -1.2200 -1.2985
H 1.7495 1.3292 -1.9236 0.4101 0.9565 0.0975
H -0.6085 1.1014 -1.7600 1.2779 0.1657 0.2366
H -2.4132 1.4248 1.3882 1.6912 -0.1226 -1.9917
H -4.2191 0.5613 1.0020 -1.2389 -0.1292 -1.3690
H -4.5228 2.1894 0.5293 0.1090 -1.8650 -1.1608
H -5.1027 1.2756 -1.7510 0.7145 2.6635 -3.5068
H -6.3848 1.1656 -0.6248 0.9926 -0.8295 -0.0872
H -5.6632 -0.7178 -2.2368 1.4718 -0.1903 0.0601
H -4.2695 -0.9510 -1.1091 4.7842 -1.4129 -0.1392
H -6.1957 -2.5115 -0.8915 0.6065 -1.1046 -0.0913
H -7.1244 -1.1286 -0.7213 0.0517 -0.1485 0.5475
H -6.6216 -2.3947 1.6286 0.5672 1.2784 -0.7427
H -4.8864 -1.9380 1.3751 -1.8974 0.9258 -0.2649
H -6.1837 -0.5184 1.7248 0.4875 -2.7685 -1.7157
```
Forces are in eV/Å.

Results
* SMILES: CCCCCC(=O)Nc1ccc(N2CCN(C(=O)CCC)CC2)cc1
* spin multiplicity: 1
* strongest force on any atom: 18.393 eV/A

***

Values of total energy, in order: -36782.5145 -7759.8213 -7360.3055 -3644.3333 -11485.7530 -29791.9988, all in eV.